Entry 1:
Below is a molecular structure, C39H32N12O3RuS3, with properties calculated with ωB97M-V/def2-TZVPD.

Last column: Löwdin spin population.
Positions of all 90 atoms, in Å:
Ru (-1.342, -0.662, 0.492)  3.767
C (-4.514, -1.934, 1.192)  0.006
C (-3.928, -1.260, 2.392)  0.021
C (-4.768, -1.004, 3.501)  -0.001
C (-4.269, -0.365, 4.590)  0.009
C (-2.898, -0.015, 4.632)  0.001
C (-2.302, 0.607, 5.749)  0.036
C (-0.959, 0.867, 5.755)  -0.001
C (-0.163, 0.505, 4.656)  0.044
C (-0.714, -0.092, 3.543)  0.041
S (0.308, -0.595, 2.208)  0.407
C (-2.110, -0.339, 3.514)  0.019
N (-2.655, -0.918, 2.400)  0.106
H (-5.043, -2.837, 1.500)  0.001
H (-3.758, -2.206, 0.458)  0.002
H (-5.238, -1.267, 0.720)  0.001
H (-5.807, -1.293, 3.442)  0.000
H (-4.901, -0.129, 5.437)  0.000
H (-2.922, 0.862, 6.600)  0.002
H (-0.497, 1.338, 6.612)  -0.001
H (0.905, 0.683, 4.682)  0.003
C (1.553, 3.047, -2.920)  0.001
N (0.853, 2.513, -1.765)  0.003
C (0.077, 1.437, -1.693)  0.009
N (-0.221, 1.194, -0.425)  0.099
C (0.431, 2.186, 0.248)  0.009
N (1.091, 3.003, -0.530)  0.005
C (2.991, 2.581, -2.983)  0.000
C (3.931, 3.368, -3.636)  0.000
C (5.253, 2.956, -3.725)  0.000
C (5.649, 1.757, -3.157)  0.000
C (4.710, 0.967, -2.502)  0.000
C (3.385, 1.378, -2.417)  0.000
C (5.139, -0.284, -1.882)  0.000
N (6.329, -0.630, -1.538)  0.000
N (6.229, -1.899, -0.992)  0.000
C (4.986, -2.224, -1.047)  0.000
O (4.220, -1.245, -1.596)  0.000
C (4.365, -3.473, -0.612)  0.000
C (5.091, -4.337, 0.207)  0.000
C (4.529, -5.533, 0.611)  0.000
C (3.246, -5.877, 0.203)  0.000
C (2.523, -5.025, -0.619)  0.000
C (1.128, -5.391, -1.062)  0.001
N (0.120, -4.565, -0.398)  0.006
C (-0.396, -3.414, -0.805)  0.018
N (-1.168, -2.911, 0.147)  0.091
C (-1.059, -3.830, 1.155)  0.010
N (-0.296, -4.846, 0.854)  0.007
C (3.086, -3.821, -1.025)  0.000
H (1.504, 4.132, -2.861)  0.000
H (0.997, 2.730, -3.803)  0.000
H (-0.253, 0.869, -2.547)  0.000
H (0.404, 2.293, 1.318)  0.002
H (3.632, 4.315, -4.070)  0.000
H (5.977, 3.578, -4.233)  0.000
H (6.678, 1.426, -3.208)  0.000
H (2.675, 0.760, -1.881)  0.000
H (6.090, -4.057, 0.514)  0.000
H (5.089, -6.203, 1.249)  0.000
H (2.806, -6.812, 0.526)  0.000
H (0.895, -6.426, -0.827)  0.000
H (0.999, -5.244, -2.134)  0.000
H (-0.213, -2.974, -1.770)  0.001
H (-1.559, -3.727, 2.104)  0.000
H (2.538, -3.150, -1.679)  0.000
N (-0.494, 6.288, 0.445)  0.000
C (-1.363, 5.227, 0.383)  0.000
C (-1.878, 4.800, -0.851)  0.000
C (-2.731, 3.719, -0.917)  0.000
C (-3.076, 3.034, 0.244)  0.001
C (-2.574, 3.443, 1.472)  0.001
C (-1.726, 4.531, 1.543)  0.000
S (-4.124, 1.637, 0.141)  0.011
O (-4.581, 1.339, 1.469)  0.002
O (-5.065, 1.843, -0.928)  0.015
N (-3.138, 0.416, -0.299)  0.118
C (-2.978, 0.025, -1.585)  0.018
S (-3.976, 0.298, -2.970)  0.007
C (-2.914, -0.699, -3.899)  0.006
C (-1.916, -1.176, -3.133)  0.010
N (-1.927, -0.745, -1.819)  0.083
H (-0.475, 6.927, -0.330)  0.000
H (-0.331, 6.713, 1.341)  0.000
H (-1.619, 5.342, -1.752)  0.000
H (-3.155, 3.414, -1.866)  0.000
H (-2.869, 2.913, 2.369)  0.000
H (-1.348, 4.860, 2.504)  0.000
H (-3.081, -0.874, -4.948)  0.001
H (-1.119, -1.815, -3.484)  0.000

Calculated values
Relative energy (zero: lowest compared OMol25 entry of this formula, charge and spin): 1.29 kcal/mol
Expectation value of S²: 8.77
Gap between HOMO and LUMO (spin up / spin down): 0.291 / 0.216 Ha
Net charge: +1
Multiplicity: 6

Entry 2:
Below is a molecular structure, C39H33AsBrF6N5O5SSeW, with properties calculated with ωB97M-V/def2-TZVPD.

Last column: Löwdin spin population.
Positions of all 93 atoms, in Å:
W (1.831, 0.510, 1.133)  0.001
C (-3.628, -0.020, 4.923)  -0.007
C (-2.699, -0.449, 3.953)  0.012
N (-2.205, 0.319, 3.013)  0.014
C (-2.586, 1.623, 3.001)  0.029
C (-3.466, 2.168, 3.959)  0.002
C (-4.000, 1.290, 4.929)  0.009
C (-3.766, 3.551, 3.946)  0.061
C (-3.210, 4.366, 3.001)  -0.004
C (-2.381, 3.828, 2.001)  0.072
C (-2.073, 2.481, 1.976)  0.021
N (-1.237, 1.959, 1.014)  0.398
C (-1.492, 2.212, -0.265)  0.015
C (-2.807, 2.454, -0.713)  0.163
C (-3.106, 2.738, -2.044)  -0.004
C (-2.080, 2.871, -2.939)  0.159
C (-0.734, 2.656, -2.536)  0.003
C (0.302, 2.917, -3.455)  0.021
C (1.586, 2.755, -3.047)  -0.017
C (1.813, 2.254, -1.758)  0.025
N (0.888, 1.956, -0.874)  -0.012
C (-0.412, 2.217, -1.232)  0.049
H (-4.010, -0.721, 5.654)  -0.001
H (-2.332, -1.471, 3.980)  0.002
H (-4.683, 1.677, 5.676)  0.000
H (-4.431, 3.951, 4.703)  0.003
H (-3.404, 5.431, 3.012)  -0.001
H (-1.936, 4.476, 1.256)  0.001
H (-3.603, 2.391, 0.018)  0.005
H (-4.133, 2.890, -2.351)  -0.004
H (-2.268, 3.153, -3.968)  0.008
H (0.057, 3.254, -4.455)  0.001
H (2.433, 2.938, -3.693)  -0.001
H (2.837, 2.062, -1.485)  0.001
O (6.741, 3.080, 0.515)  0.000
C (5.802, 2.125, 0.522)  0.000
C (6.125, 0.764, 0.735)  0.000
C (5.136, -0.176, 0.751)  0.000
N (3.877, 0.231, 0.497)  0.000
C (3.586, 1.472, 0.366)  0.001
Br (1.550, 3.086, 1.769)  0.012
C (4.481, 2.518, 0.360)  0.000
H (7.609, 2.721, 0.726)  0.000
H (7.153, 0.466, 0.903)  0.000
H (5.319, -1.227, 0.923)  0.000
H (4.196, 3.556, 0.288)  0.000
C (-3.424, -2.287, -3.794)  0.003
C (-1.953, -2.002, -3.918)  0.007
C (-1.146, -2.796, -4.738)  -0.001
C (0.207, -2.545, -4.869)  0.004
C (0.777, -1.498, -4.151)  0.000
C (-0.003, -0.695, -3.337)  0.003
C (-1.365, -0.943, -3.235)  0.011
S (2.512, -1.179, -4.276)  0.000
O (2.876, -1.364, -5.644)  0.000
O (2.784, 0.047, -3.577)  0.000
N (3.252, -2.346, -3.405)  0.000
C (3.704, -2.138, -2.032)  0.002
C (2.711, -2.625, -0.978)  0.007
C (1.504, -1.754, -0.744)  0.010
O (0.391, -2.251, -0.661)  0.148
O (1.687, -0.444, -0.608)  0.002
H (-3.602, -3.341, -3.577)  0.000
H (-3.946, -2.055, -4.724)  0.000
H (-3.877, -1.692, -3.000)  0.003
H (-1.593, -3.610, -5.296)  0.000
H (0.813, -3.140, -5.543)  0.000
H (0.462, 0.116, -2.791)  0.000
H (-1.983, -0.293, -2.623)  0.003
H (3.012, -3.291, -3.675)  0.000
H (3.945, -1.089, -1.915)  0.000
H (4.631, -2.703, -1.906)  0.001
H (3.200, -2.683, -0.001)  0.000
H (2.362, -3.630, -1.216)  0.000
F (0.115, -0.232, 1.377)  0.052
As (0.538, 0.985, 4.301)  0.000
F (0.772, -0.628, 4.866)  0.000
F (-0.696, 1.440, 5.408)  0.000
F (1.794, 1.639, 5.253)  0.000
F (2.850, 0.777, 2.668)  0.000
F (2.216, -1.290, 1.771)  0.000
Se (-1.904, -1.351, 0.006)  1.331
C (-2.024, -2.706, 1.254)  0.121
C (-0.892, -3.216, 1.901)  0.069
C (-1.062, -4.207, 2.849)  -0.005
C (-2.335, -4.690, 3.142)  0.084
C (-3.457, -4.182, 2.495)  -0.003
C (-3.311, -3.180, 1.554)  0.093
H (0.091, -2.825, 1.671)  0.002
H (-0.199, -4.604, 3.366)  -0.001
H (-2.453, -5.467, 3.887)  0.005
H (-4.442, -4.562, 2.729)  -0.002
H (-4.178, -2.773, 1.048)  0.010

Calculated values
Relative energy (zero: lowest compared OMol25 entry of this formula, charge and spin): 95.98 kcal/mol
Expectation value of S²: 3.83
Gap between HOMO and LUMO (spin up / spin down): 0.224 / 0.188 Ha
Net charge: +1
Multiplicity: 4

Entry 3:
Below is 3 unconnected molecules or ions with the total composition C39H33BF3N3O8S, with properties calculated with ωB97M-V/def2-TZVPD.

Last column: Mulliken charge in e.
Positions of all 88 atoms, in Å:
O (-0.823, 3.429, 3.386)  -0.184
N (-0.957, 4.125, 4.305)  0.181
O (-2.190, 4.856, 4.239)  -0.127
B (-3.315, 4.024, 4.428)  0.186
C (-3.245, 2.871, 5.490)  -1.013
C (-4.568, 2.568, 6.236)  -0.619
C (-4.724, 1.057, 6.437)  -1.315
C (-5.278, 0.350, 5.215)  0.393
C (-4.956, -1.145, 5.303)  -0.911
C (-5.595, -1.954, 4.191)  -1.040
C (-5.036, -1.664, 2.798)  -0.540
S (-3.248, -1.991, 2.836)  -0.223
C (-2.583, -0.983, 1.582)  0.595
N (-2.796, -0.959, 0.343)  -0.386
N (-1.962, 0.028, -0.173)  -0.354
C (-1.325, 0.499, 0.787)  -0.190
O (-1.659, -0.077, 1.961)  -0.258
C (-4.532, 4.362, 3.494)  -0.654
O (-5.479, 3.282, 3.406)  -0.162
C (-6.662, 3.619, 2.883)  0.853
F (-6.552, 4.102, 1.634)  -0.280
F (-7.432, 2.543, 2.846)  -0.243
F (-7.304, 4.555, 3.610)  -0.295
H (-2.515, 3.172, 6.236)  0.404
H (-2.835, 1.968, 5.039)  0.492
H (-5.438, 3.005, 5.762)  0.290
H (-4.493, 3.002, 7.228)  0.504
H (-3.717, 0.672, 6.586)  0.382
H (-5.265, 0.803, 7.343)  0.524
H (-6.359, 0.449, 5.174)  0.286
H (-4.803, 0.711, 4.309)  -0.014
H (-3.878, -1.257, 5.346)  0.401
H (-5.337, -1.529, 6.248)  0.405
H (-5.502, -3.016, 4.403)  0.353
H (-6.661, -1.756, 4.150)  0.397
H (-5.474, -2.386, 2.124)  0.457
H (-5.285, -0.668, 2.456)  0.340
H (-0.581, 1.258, 0.695)  0.626
H (-4.131, 4.539, 2.500)  0.370
H (-4.978, 5.305, 3.814)  0.372
C (4.844, 5.191, 0.975)  -0.483
C (3.797, 4.447, 1.510)  -0.588
C (3.178, 3.473, 0.747)  -0.599
C (3.595, 3.243, -0.558)  0.320
C (4.633, 4.003, -1.100)  0.280
C (5.261, 4.970, -0.326)  -0.638
C (5.072, 3.803, -2.512)  0.514
O (5.978, 4.459, -2.979)  -0.670
C (4.362, 2.783, -3.331)  0.411
C (4.714, 2.612, -4.664)  -0.646
C (4.070, 1.659, -5.433)  -0.597
C (3.073, 0.866, -4.874)  -0.538
C (2.713, 1.036, -3.548)  -0.862
C (3.351, 1.996, -2.775)  0.386
C (2.931, 2.178, -1.360)  0.497
O (2.069, 1.474, -0.874)  -0.652
H (5.333, 5.946, 1.576)  0.393
H (3.466, 4.629, 2.524)  0.438
H (2.367, 2.889, 1.161)  0.535
H (6.072, 5.548, -0.746)  0.479
H (5.491, 3.228, -5.095)  0.483
H (4.344, 1.529, -6.471)  0.408
H (2.575, 0.117, -5.476)  0.457
H (1.934, 0.425, -3.114)  0.645
C (1.875, -2.580, -2.174)  -0.241
C (1.265, -3.718, -1.657)  -0.690
C (1.480, -4.952, -2.247)  -0.613
C (2.296, -5.053, -3.366)  0.263
C (2.891, -3.907, -3.899)  -0.033
C (2.685, -2.676, -3.293)  -0.515
C (3.732, -3.981, -5.125)  0.528
O (4.251, -2.984, -5.587)  -0.686
C (3.914, -5.308, -5.776)  0.156
C (4.651, -5.394, -6.950)  -0.514
C (4.839, -6.622, -7.560)  -0.485
C (4.298, -7.772, -6.996)  -0.471
C (3.559, -7.692, -5.828)  -0.558
C (3.356, -6.461, -5.219)  0.134
C (2.530, -6.390, -3.980)  0.624
O (2.058, -7.393, -3.489)  -0.664
H (1.713, -1.617, -1.705)  0.629
H (0.622, -3.640, -0.790)  0.460
H (1.011, -5.839, -1.844)  0.467
H (3.158, -1.792, -3.699)  0.498
H (5.073, -4.498, -7.384)  0.466
H (5.410, -6.686, -8.477)  0.400
H (4.452, -8.732, -7.471)  0.399
H (3.133, -8.584, -5.389)  0.472

Calculated values
Gap between HOMO and LUMO: 0.304 Ha
Structure (SMILES): O=NOB(CCCCCCCSc1nnco1)COC(F)(F)F.O=C1c2ccccc2C(=O)c2ccccc21.O=C1c2ccccc2C(=O)c2ccccc21

| no. | F_max (eV Å⁻¹) | DFT total energy (eV) |
| --- | --- | --- |
| 1 | 0.46 | -100068.595 |
| 2 | 2.89 | -283856.558 |
| 3 | 2.70 | -81491.694 |